Record 1
90
Properties=species:S:1:pos:R:3 method="wB97M-V/def2-TZVPD" s_squared=16.08 multiplicity=8 total_charge=+2 e_tot_ev=-76288.01523 lumo_ev="-6.06 / -7.58" max_force_ev_per_a=1.925 gap_ev="7.34 / 5.53"
Gd 0.502 -0.398 0.218
C -0.318 -2.446 -0.973
C -1.495 -1.805 -0.436
C -1.680 -0.585 -1.198
C -0.621 -0.533 -2.142
C 0.163 -1.712 -2.077
C 0.944 -2.296 -3.252
C 0.023 -2.235 -4.483
C 2.227 -1.520 -3.557
C 1.301 -3.762 -2.990
C -2.916 0.305 -1.387
C -3.425 1.007 -0.118
C -4.023 -0.572 -1.999
C -2.628 1.420 -2.406
C -2.355 -2.674 0.497
C -2.988 -3.775 -0.373
C -3.494 -1.979 1.250
C -1.437 -3.356 1.549
H -0.078 -3.482 -0.796
H -0.560 0.180 -2.948
H -0.133 -1.209 -4.818
H -0.949 -2.675 -4.256
H 0.469 -2.797 -5.305
H 2.042 -0.443 -3.589
H 2.625 -1.819 -4.528
H 2.986 -1.736 -2.806
H 0.397 -4.367 -2.901
H 1.897 -3.876 -2.081
H 1.884 -4.150 -3.825
H -3.358 0.386 0.768
H -4.467 1.303 -0.250
H -2.849 1.916 0.049
H -4.466 -1.250 -1.274
H -3.617 -1.166 -2.820
H -4.816 0.061 -2.399
H -1.774 2.034 -2.104
H -3.503 2.067 -2.465
H -2.447 1.022 -3.405
H -3.703 -3.352 -1.078
H -3.514 -4.492 0.260
H -2.232 -4.314 -0.945
H -4.237 -1.558 0.579
H -3.135 -1.194 1.908
H -4.007 -2.718 1.867
H -0.970 -4.255 1.148
H -2.018 -3.660 2.419
H -0.634 -2.695 1.893
C -1.950 0.649 4.155
C -2.178 2.013 4.089
C -1.710 2.717 2.991
C -1.060 2.037 1.971
N -0.870 0.709 2.020
C -1.285 0.048 3.101
C -0.460 2.752 0.815
C -0.776 4.067 0.500
C -0.044 4.700 -0.490
C 0.979 4.020 -1.127
C 1.193 2.682 -0.819
N 0.462 2.068 0.124
C 2.312 1.895 -1.406
C 3.126 2.403 -2.408
C 4.268 1.704 -2.776
C 4.570 0.522 -2.125
C 3.668 0.046 -1.189
N 2.554 0.692 -0.848
H -2.279 0.059 4.999
H -2.699 2.525 4.887
H -1.836 3.789 2.948
H -1.070 -1.014 3.127
H -1.572 4.591 1.007
H -0.253 5.731 -0.743
H 1.597 4.535 -1.846
H 2.896 3.338 -2.895
H 4.913 2.090 -3.554
H 5.468 -0.033 -2.356
H 3.846 -0.896 -0.683
O 1.878 -0.344 2.111
S 1.856 0.792 3.134
C 3.360 1.806 2.851
C 4.321 1.544 4.006
C 3.438 1.215 5.208
C 2.494 0.131 4.709
H 3.011 2.839 2.839
H 3.745 1.540 1.867
H 4.965 2.403 4.184
H 4.955 0.685 3.781
H 2.871 2.100 5.511
H 4.009 0.875 6.070
H 1.658 -0.077 5.374
H 3.017 -0.795 4.467

***

Record 2
98
Properties=species:S:1:pos:R:3 method="wB97M-V/def2-TZVPD" total_charge=-1 e_tot_ev=-352929.85643 lumo_ev="2.23 / 1.97" max_force_ev_per_a=0.945 e_above_lowest_kj_mol=23.1 gap_ev="6.00 / 4.77"
In 0.479 -0.583 -0.460
C -0.316 3.764 -3.092
C -1.200 3.139 -2.010
C -2.040 2.041 -2.705
P -0.174 2.351 -0.639
C 1.233 3.532 -0.362
C 2.043 2.957 0.801
C 0.901 4.996 -0.088
C -1.171 2.533 0.872
C -1.871 3.710 1.137
C -2.565 3.928 2.314
C -2.534 2.918 3.275
C -1.862 1.739 3.050
C -1.158 1.477 1.840
N -0.433 0.348 1.649
C -0.631 -0.788 2.438
C -1.888 -1.259 2.850
C -2.017 -2.447 3.543
C -0.898 -3.212 3.856
C 0.346 -2.773 3.443
C 0.494 -1.585 2.733
P 2.084 -0.955 2.115
C 2.469 0.252 3.487
C 3.775 1.019 3.270
C 2.375 -0.252 4.926
C 3.200 -2.452 2.186
C 4.007 -2.677 3.462
C 4.121 -2.461 0.961
H -0.933 4.118 -3.923
H 0.376 3.018 -3.490
H 0.263 4.608 -2.724
H -1.862 3.893 -1.573
H -1.369 1.533 -3.393
H -2.839 2.467 -3.309
H -1.870 0.197 -1.823
H 1.835 3.451 -1.274
H 1.486 3.060 1.737
H 2.995 3.483 0.906
H 2.249 1.895 0.653
H 0.363 5.093 0.856
H 0.294 5.453 -0.869
H 1.825 5.576 0.000
H -1.862 4.500 0.392
H -3.096 4.856 2.486
H -3.038 3.059 4.226
H -1.843 0.991 3.830
H -2.769 -0.697 2.578
H -3.006 -2.792 3.824
H -0.998 -4.146 4.394
H 1.216 -3.377 3.674
H 1.639 0.951 3.326
H 4.645 0.362 3.361
H 3.879 1.802 4.027
H 3.812 1.500 2.295
H 3.314 -0.704 5.249
H 1.573 -0.980 5.057
H 2.172 0.590 5.595
H 2.508 -3.291 2.074
H 4.724 -1.870 3.628
H 4.577 -3.607 3.378
H 3.372 -2.752 4.345
H 4.926 -1.729 1.069
H 3.575 -2.231 0.045
H 4.580 -3.446 0.841
S 0.691 -0.132 -3.502
C 2.176 0.427 -2.916
N 2.587 0.386 -1.667
C 3.893 0.830 -1.532
C 4.618 0.848 -0.344
C 5.912 1.336 -0.344
C 6.501 1.806 -1.519
C 5.797 1.784 -2.712
C 4.497 1.292 -2.710
S 3.374 1.116 -4.022
H 4.156 0.469 0.553
H 6.477 1.349 0.581
H 7.516 2.183 -1.503
H 6.251 2.139 -3.629
Se -3.544 -1.075 -0.333
Se -3.167 -3.523 -1.440
Se -1.003 -3.324 -2.195
Se 0.385 -3.305 -0.270
N -2.519 0.974 -1.835
C -3.623 0.660 -1.124
N -4.693 1.478 -0.980
C -4.859 2.832 -1.511
C -5.137 3.822 -0.388
O -6.250 3.438 0.394
C -6.007 2.157 0.961
C -5.821 1.117 -0.123
H -5.701 2.822 -2.212
H -3.977 3.159 -2.035
H -5.366 4.803 -0.808
H -4.249 3.899 0.247
H -6.879 1.916 1.569
H -5.116 2.190 1.601
H -6.723 1.066 -0.744
H -5.637 0.136 0.304

***

Record 3
95
Properties=species:S:1:pos:R:3 method="wB97M-V/def2-TZVPD" s_squared=6.00 multiplicity=5 total_charge=+2 e_tot_ev=-87820.30326 lumo_ev="-4.89 / -4.89" max_force_ev_per_a=1.659 e_above_lowest_kj_mol=0.0 gap_ev="8.59 / 8.60"
Pm -0.804 -0.945 0.328
N -1.678 -2.744 -1.451
C -3.144 -2.886 -1.557
C -3.831 -1.678 -0.912
N -3.426 -1.470 0.494
C -4.014 -0.204 0.980
C -3.381 0.272 2.292
N -1.955 0.614 2.088
C -3.877 -2.600 1.331
C -2.756 -3.611 1.618
N -1.506 -2.909 1.971
H -1.242 -3.663 -1.559
H -1.356 -2.194 -2.256
H -3.478 -2.938 -2.601
H -3.456 -3.813 -1.072
H -3.556 -0.787 -1.486
H -4.920 -1.812 -0.980
H -3.837 0.565 0.221
H -5.102 -0.298 1.109
H -3.964 1.127 2.658
H -3.443 -0.507 3.056
H -1.908 1.558 1.691
H -1.500 0.676 3.002
H -4.244 -2.220 2.286
H -4.716 -3.120 0.855
H -3.102 -4.275 2.421
H -2.548 -4.225 0.743
H -1.604 -2.568 2.930
H -0.755 -3.600 2.009
C 0.917 0.164 -5.939
C 1.833 0.796 -4.894
N 1.987 -0.046 -3.717
C 3.183 -0.861 -3.619
C 2.988 -2.303 -4.084
C 1.021 -0.091 -2.799
S 1.252 -1.198 -1.480
N -0.017 0.715 -3.015
C -1.104 0.957 -2.320
O -1.416 0.468 -1.173
C -2.054 1.893 -2.966
C -1.761 2.495 -4.189
C -2.674 3.337 -4.793
C -3.895 3.587 -4.188
C -4.194 3.014 -2.962
C -3.277 2.180 -2.356
H 0.834 0.827 -6.795
H -0.075 0.003 -5.525
H 1.321 -0.783 -6.284
H 1.426 1.758 -4.576
H 2.818 0.960 -5.332
H 3.512 -0.868 -2.575
H 3.962 -0.396 -4.226
H 2.269 -2.815 -3.449
H 3.939 -2.824 -4.018
H 2.643 -2.345 -5.113
H -0.813 2.294 -4.656
H -2.437 3.795 -5.740
H -4.613 4.235 -4.664
H -5.140 3.215 -2.482
H -3.501 1.743 -1.394
O 0.876 -0.962 1.822
P 1.850 0.027 2.424
C 1.742 -0.053 4.227
C 0.604 -0.635 4.770
C 0.437 -0.699 6.141
C 1.410 -0.167 6.973
C 2.552 0.408 6.436
C 2.724 0.467 5.063
C 3.567 -0.271 1.928
C 4.227 0.517 0.992
C 5.548 0.241 0.678
C 6.209 -0.809 1.295
C 5.548 -1.597 2.225
C 4.229 -1.331 2.541
C 1.354 1.714 1.929
C 1.549 2.814 2.756
C 1.192 4.079 2.316
C 0.586 4.246 1.081
C 0.381 3.150 0.255
C 0.784 1.890 0.667
H -0.137 -1.047 4.094
H -0.445 -1.159 6.560
H 1.276 -0.204 8.042
H 3.309 0.811 7.090
H 3.614 0.905 4.638
H 3.721 1.347 0.519
H 6.071 0.851 -0.042
H 7.241 -1.017 1.055
H 6.062 -2.413 2.709
H 3.703 -1.931 3.271
H 1.991 2.677 3.732
H 1.405 4.939 2.933
H 0.293 5.231 0.751
H -0.060 3.284 -0.723
H 0.757 1.047 -0.031

***

Record 4
102
Properties=species:S:1:pos:R:3 method="wB97M-V/def2-TZVPD" total_charge=0 e_tot_ev=-83746.90215 lumo_ev=-1.17 max_force_ev_per_a=4.831 gap_ev=7.81
C 7.544 2.783 0.361
C 6.354 1.710 0.077
C 6.913 0.438 -0.781
C 6.251 -0.946 -0.237
C 5.495 -1.797 -1.370
C 3.877 -1.544 -1.400
C 3.273 -1.920 0.027
C 3.097 -3.406 0.482
C 2.550 -3.806 1.899
C 2.188 -2.632 2.850
C 2.318 -1.133 2.392
C 2.861 -0.730 0.973
S 2.993 1.059 0.506
C 1.879 -0.025 3.488
O 1.276 1.034 3.192
C 2.244 -0.425 5.010
C 2.124 -1.788 5.427
C 1.663 -2.903 4.352
O 0.979 -3.909 4.664
H 7.715 3.342 -0.620
H 8.471 2.172 0.648
H 7.229 3.528 1.163
H 5.496 2.167 -0.530
H 5.959 1.372 1.093
H 8.052 0.348 -0.627
H 6.639 0.641 -1.884
H 5.630 -0.713 0.690
H 7.132 -1.600 0.128
H 5.705 -2.904 -1.144
H 5.976 -1.582 -2.391
H 3.749 -0.450 -1.699
H 3.428 -2.242 -2.183
H 3.389 -4.247 -0.225
H 2.435 -4.878 2.252
H 1.923 1.325 -0.337
H 2.600 0.405 5.724
H 2.359 -2.131 6.499
C 2.790 -7.138 -3.050
C 3.874 -6.302 -3.693
C 5.032 -7.095 -4.222
O 6.084 -6.137 -4.195
C 5.783 -5.260 -3.192
O 6.538 -4.431 -2.772
O 4.515 -5.459 -2.735
H 3.212 -7.945 -2.444
H 2.180 -6.526 -2.382
H 2.144 -7.585 -3.808
H 3.440 -5.655 -4.464
H 4.866 -7.463 -5.235
H 5.318 -7.934 -3.578
C -0.773 2.880 3.137
C -2.049 3.496 2.599
C -2.562 2.855 1.349
O -3.319 3.910 0.759
C -2.745 5.075 1.181
O -3.009 6.159 0.740
O -1.833 4.840 2.166
H -0.076 2.637 2.333
H -0.258 3.578 3.801
H -0.988 1.963 3.687
H -2.814 3.520 3.384
H -3.192 1.989 1.548
H -1.770 2.570 0.648
C -4.550 8.388 -0.073
C -5.560 9.514 -0.149
C -6.878 9.203 0.495
O -7.762 10.077 -0.200
C -7.218 10.270 -1.438
O -7.782 10.804 -2.349
O -5.952 9.770 -1.497
H -5.021 7.417 -0.247
H -3.780 8.507 -0.838
H -4.072 8.362 0.907
H -5.122 10.437 0.249
H -6.887 9.413 1.566
H -7.214 8.174 0.328
C -6.871 -1.904 2.581
C -5.776 -1.097 1.918
C -4.646 -1.919 1.375
O -3.570 -0.989 1.379
C -3.831 -0.104 2.380
O -3.044 0.706 2.783
O -5.097 -0.268 2.861
H -6.459 -2.719 3.182
H -7.458 -1.278 3.257
H -7.539 -2.338 1.833
H -6.206 -0.442 1.151
H -4.836 -2.287 0.365
H -4.371 -2.761 2.018
C -4.956 -2.855 -3.253
C -3.479 -2.848 -2.920
C -2.627 -2.135 -3.927
O -1.363 -2.758 -3.733
C -1.620 -4.019 -3.279
O -0.795 -4.877 -3.175
O -2.936 -4.164 -2.957
H -5.123 -3.023 -4.321
H -5.469 -3.660 -2.722
H -5.418 -1.903 -2.983
H -3.324 -2.457 -1.907
H -2.563 -1.061 -3.744
H -2.940 -2.304 -4.962